# 1
ORCA calculation (ωB97M-V with the def2-TZVPD basis set) on 3 unconnected molecules or ions with the total composition C22H30F2N5O5 in a non-equilibrium geometry.

Computed properties:
E_LUMO (eV): 2.12
HOMO energy (eV): -4.47
F_max (eV/Å): 6.5
Electronic energy (hartree): -1705.744840
Total charge: -1
HOMO-LUMO gap (eV): 6.5925

Each line ends with the natural charge from an NBO analysis.
CARTESIAN COORDINATES (ANGSTROEM)
1 O -2.038 -2.865 1.567  -0.74
2 C -3.080 -2.499 0.911  0.71
3 O -4.338 -2.672 1.527  -0.82
4 C -3.043 -1.902 -0.591  -0.17
5 C -3.136 -0.271 -0.615  -0.40
6 C -1.708 0.370 -0.201  -0.45
7 C -1.844 1.920 0.300  -0.23
8 N -1.017 2.125 1.539  -0.63
9 C -1.655 3.078 2.500  -0.25
10 C -2.179 2.412 3.859  -0.05
11 C -1.732 2.923 5.288  -0.24
12 C -2.320 2.251 6.594  -0.25
13 C -3.361 1.078 6.533  -0.24
14 C -3.798 0.549 5.129  -0.25
15 C -3.214 1.215 3.818  0.31
16 O -3.676 0.670 2.581  -0.72
17 N -1.795 -2.256 -1.334  -0.51
18 N -2.001 -3.228 -2.328  -0.38
19 C -0.633 -3.707 -2.724  0.96
20 O -0.306 -4.924 -2.667  -0.49
21 F 0.388 -2.822 -3.228  -0.35
22 C -2.711 -2.668 -3.517  0.97
23 O -2.155 -2.000 -4.410  -0.51
24 F -4.137 -2.882 -3.597  -0.33
25 H -4.013 -2.274 -1.096  0.24
26 H -3.992 0.009 0.090  0.23
27 H -3.405 0.076 -1.675  0.19
28 H -1.008 0.318 -1.118  0.23
29 H -1.228 -0.234 0.659  0.23
30 H -2.958 2.143 0.434  0.20
31 H -1.490 2.584 -0.588  0.17
32 H -0.172 2.631 1.196  0.36
33 H -2.570 3.575 2.000  0.20
34 H -0.943 3.942 2.815  0.19
35 H -0.979 3.780 5.406  0.22
36 H -2.006 2.590 7.651  0.21
37 H -3.835 0.579 7.445  0.22
38 H -4.554 -0.309 5.013  0.25
39 H -3.026 -0.041 2.321  0.52
40 H -1.007 -2.480 -0.707  0.41
41 C 1.663 1.426 -5.149  -0.61
42 C 3.032 1.372 -4.479  -0.38
43 C 3.124 0.292 -3.399  -0.51
44 C 2.116 0.564 -2.318  0.29
45 N 1.319 0.778 -1.465  -0.34
46 H 0.875 1.681 -4.436  0.22
47 H 1.653 2.190 -5.931  0.21
48 H 1.414 0.464 -5.609  0.21
49 H 3.253 2.352 -4.043  0.21
50 H 3.794 1.181 -5.240  0.20
51 H 4.125 0.285 -2.959  0.25
52 H 2.934 -0.696 -3.827  0.24
53 C 5.253 -1.091 1.571  -0.61
54 C 4.728 -1.647 0.251  -0.39
55 C 5.615 -1.283 -0.942  -0.51
56 C 5.685 0.212 -1.090  0.29
57 N 5.739 1.392 -1.207  -0.35
58 H 5.277 0.002 1.568  0.22
59 H 4.606 -1.399 2.396  0.23
60 H 6.264 -1.457 1.776  0.20
61 H 3.713 -1.271 0.087  0.23
62 H 4.660 -2.736 0.326  0.21
63 H 5.205 -1.714 -1.860  0.25
64 H 6.626 -1.678 -0.804  0.24

# 2
ORCA calculation (ωB97M-V with the def2-TZVPD basis set) on a gas-phase ion, C22H30FN2O2 (charge +1).

Computed properties:
E_LUMO (eV): -1.96
HOMO energy (eV): -10.95
ΔE to the lowest compared entry with this formula, charge and spin (kJ/mol): 16.1
F_max (eV/Å): 0.6
SMILES: CC[N@@H+]1CCC[C@H]1CNCc1cccc(OC)c1OCc1ccc(F)cc1
Electronic energy (hartree): -1215.947355
Total charge: +1
HOMO-LUMO gap (eV): 8.9850

Each line ends with the natural charge from an NBO analysis.
CARTESIAN COORDINATES (ANGSTROEM)
1 C 0.431 -3.156 3.802  -0.63
2 C 1.610 -2.471 3.129  -0.21
3 N 1.302 -2.152 1.723  -0.42
4 C 1.427 -3.300 0.801  -0.23
5 C 2.876 -3.247 0.328  -0.42
6 H 3.533 -3.732 1.049  0.22
7 C 3.180 -1.745 0.240  -0.43
8 H 3.121 -1.396 -0.789  0.23
9 C 2.102 -1.067 1.097  -0.05
10 H 2.534 -0.442 1.879  0.22
11 C 1.075 -0.244 0.273  -0.26
12 N -0.219 -0.356 0.941  -0.66
13 H -0.974 -0.461 0.267  0.42
14 C -0.565 0.788 1.795  -0.24
15 C -0.686 2.080 1.024  -0.10
16 C 0.157 3.146 1.299  -0.22
17 C 0.041 4.322 0.586  -0.20
18 C -0.927 4.444 -0.394  -0.28
19 C -1.795 3.396 -0.681  0.25
20 C -1.657 2.183 0.022  0.31
21 O -2.470 1.084 -0.128  -0.53
22 C -2.884 0.653 -1.425  -0.10
23 C -1.750 -0.069 -2.109  -0.10
24 C -0.780 0.645 -2.805  -0.17
25 C 0.320 0.003 -3.346  -0.28
26 C 0.437 -1.366 -3.182  0.40
27 C -0.521 -2.107 -2.510  -0.32
28 C -1.612 -1.447 -1.972  -0.15
29 H -2.371 -2.011 -1.449  0.22
30 H -0.413 -3.177 -2.431  0.24
31 F 1.529 -1.997 -3.655  -0.32
32 H 1.077 0.545 -3.890  0.24
33 H -0.888 1.711 -2.929  0.23
34 H -3.237 1.490 -2.028  0.23
35 H -3.715 -0.029 -1.228  0.20
36 O -2.786 3.479 -1.614  -0.51
37 C -3.019 4.712 -2.261  -0.25
38 H -2.168 5.009 -2.880  0.18
39 H -3.886 4.543 -2.898  0.21
40 H -3.247 5.502 -1.541  0.19
41 H -1.014 5.375 -0.927  0.23
42 H 0.695 5.153 0.795  0.23
43 H 0.896 3.055 2.080  0.21
44 H -1.521 0.555 2.270  0.23
45 H 0.199 0.890 2.569  0.20
46 H 1.000 -0.663 -0.731  0.23
47 H 1.408 0.793 0.181  0.23
48 H 4.180 -1.524 0.606  0.24
49 H 3.004 -3.747 -0.628  0.25
50 H 0.744 -3.146 -0.036  0.22
51 H 1.174 -4.232 1.300  0.23
52 H 0.314 -1.660 1.644  0.48
53 H 2.500 -3.102 3.170  0.21
54 H 1.826 -1.538 3.651  0.22
55 H 0.671 -3.346 4.844  0.24
56 H 0.194 -4.108 3.337  0.22
57 H -0.452 -2.521 3.768  0.22

# 3
ORCA calculation (ωB97M-V with the def2-TZVPD basis set) on a single C22H30N2O4 molecule in a non-equilibrium geometry.

Computed properties:
E_LUMO (eV): 0.68
HOMO energy (eV): -8.19
ΔE to the lowest compared entry with this formula, charge and spin (kJ/mol): 101.2
F_max (eV/Å): 1.3
SMILES: CN(C(=O)c1ccc2c(c1)OCO2)C1(C(=O)NC2CCCCC2)CCCCC1
Electronic energy (hartree): -1266.827243
HOMO-LUMO gap (eV): 8.8694

Each line ends with the natural charge from an NBO analysis.
CARTESIAN COORDINATES (ANGSTROEM)
1 C 1.496 -0.155 -0.439  -0.42
2 N 0.323 -0.957 -0.712  -0.44
3 C 0.252 -1.759 -1.800  0.68
4 O -0.775 -2.290 -2.189  -0.63
5 C 1.533 -2.014 -2.541  -0.13
6 C 1.611 -1.699 -3.889  -0.18
7 C 2.735 -2.013 -4.648  -0.26
8 C 3.756 -2.672 -4.008  0.22
9 C 3.672 -3.012 -2.655  0.30
10 C 2.575 -2.693 -1.896  -0.28
11 H 2.513 -2.963 -0.856  0.23
12 O 4.816 -3.664 -2.280  -0.49
13 C 5.617 -3.740 -3.439  0.24
14 O 4.954 -3.102 -4.510  -0.48
15 H 6.582 -3.243 -3.254  0.16
16 H 5.797 -4.797 -3.695  0.16
17 H 2.802 -1.761 -5.693  0.23
18 H 0.776 -1.201 -4.357  0.22
19 C -0.836 -0.824 0.197  0.06
20 C -2.007 -0.167 -0.550  -0.43
21 H -1.720 0.816 -0.938  0.19
22 C -3.266 -0.082 0.310  -0.41
23 C -3.669 -1.475 0.781  -0.40
24 C -2.524 -2.112 1.561  -0.40
25 C -1.273 -2.214 0.694  -0.41
26 H -0.455 -2.647 1.271  0.23
27 H -1.478 -2.851 -0.166  0.24
28 H -2.306 -1.516 2.451  0.20
29 H -2.810 -3.112 1.893  0.21
30 H -4.562 -1.414 1.406  0.21
31 H -3.903 -2.097 -0.086  0.20
32 H -4.073 0.362 -0.278  0.21
33 H -3.101 0.551 1.185  0.19
34 H -2.220 -0.798 -1.414  0.26
35 C -0.355 -0.052 1.449  0.71
36 O 0.271 -0.605 2.330  -0.64
37 N -0.646 1.262 1.489  -0.64
38 H -1.167 1.689 0.744  0.40
39 C -0.297 2.112 2.609  -0.05
40 C -1.554 2.661 3.291  -0.41
41 C -2.284 3.675 2.412  -0.40
42 C -1.347 4.811 2.013  -0.40
43 C -0.121 4.266 1.285  -0.40
44 C 0.617 3.257 2.161  -0.40
45 H 0.993 3.764 3.052  0.21
46 H 1.475 2.846 1.624  0.21
47 H -0.431 3.796 0.348  0.18
48 H 0.553 5.086 1.029  0.21
49 H -1.874 5.522 1.374  0.21
50 H -1.024 5.343 2.911  0.20
51 H -2.670 3.187 1.513  0.19
52 H -3.141 4.075 2.956  0.22
53 H -2.219 1.832 3.542  0.21
54 H -1.256 3.144 4.223  0.21
55 H 0.244 1.463 3.307  0.24
56 H 2.190 -0.223 -1.273  0.23
57 H 1.999 -0.487 0.472  0.21
58 H 1.210 0.892 -0.315  0.20

> What is the formula in the second record?

C22H30FN2O2